# 1
# C14H16

2 unconnected molecules or ions with the total composition C14H16 (ωB97M-V/def2-TZVPD, OMol25).

Summary:
total charge: 0
SMILES: Cc1ccccc1.Cc1ccccc1
energy relative to the best compared isomer or geometry (same formula, charge and spin): 1.084 eV
maximum force: 2.73 eV/Å
DFT total energy: -14776.6819 eV

XYZ file:
```
30
Properties=species:S:1:pos:R:3:forces:R:3:nbo_charge:R:1
C -0.6863 -0.8278 3.5348 -0.626 0.819 -0.080 -0.63
C 0.2840 0.1146 2.8600 0.227 -1.724 -0.256 0.00
C 0.1836 1.4857 2.9647 -0.783 0.852 -1.183 -0.24
C 1.0252 2.3080 2.2139 1.059 0.254 0.929 -0.19
C 2.1362 1.7665 1.6049 -0.392 -0.890 -0.762 -0.24
C 2.3061 0.3802 1.6229 -0.906 -0.769 -1.799 -0.20
C 1.3067 -0.4745 2.0753 0.245 1.984 1.853 -0.21
H -0.3050 -1.1724 4.5026 -0.099 -0.093 -0.262 0.22
H -0.9849 -1.6556 2.8946 0.446 -0.255 0.020 0.22
H -1.6227 -0.2935 3.6951 -0.061 0.057 0.379 0.21
H -0.7347 1.9662 3.3068 0.284 -0.381 0.630 0.21
H 0.9604 3.3899 2.2215 -0.580 -0.049 -0.113 0.21
H 2.6689 2.2953 0.8266 0.498 0.445 0.544 0.22
H 2.9778 -0.0555 0.8936 0.647 0.094 0.319 0.20
H 1.3403 -1.5394 1.9470 0.078 -0.282 -0.068 0.22
C -2.6267 -0.3949 -4.0141 -1.757 0.339 -0.952 -0.64
C -1.4821 -0.4430 -3.0565 -1.462 -0.917 -0.032 -0.02
C -1.4695 0.3184 -1.9017 1.087 0.241 -0.437 -0.22
C -0.3855 0.1749 -1.0548 0.147 0.088 1.289 -0.18
C 0.4899 -0.9051 -1.1123 -0.056 0.523 -2.031 -0.23
C 0.4226 -1.6933 -2.2789 -0.182 -0.741 0.922 -0.20
C -0.5796 -1.4928 -3.2140 0.324 0.675 0.215 -0.22
H -2.6396 -1.2135 -4.7327 0.558 0.037 -0.169 0.21
H -2.8289 0.5290 -4.5835 0.877 -0.071 0.149 0.22
H -3.6291 -0.5176 -3.5865 0.278 -0.099 0.820 0.22
H -2.2008 1.0768 -1.6699 -0.128 0.149 -0.315 0.21
H -0.2354 0.9385 -0.2968 -0.144 -0.292 0.345 0.21
H 1.2851 -1.0011 -0.3962 0.044 -0.146 0.016 0.22
H 1.0623 -2.5654 -2.3943 0.099 0.217 0.032 0.21
H -0.7119 -2.1347 -4.0745 0.280 -0.065 -0.004 0.21
```
Positions in Å, forces in eV/Å.


# 2
# C23H52FN6O9S

3 unconnected molecules or ions with the total composition C23H52FN6O9S (ωB97M-V/def2-TZVPD, OMol25).

Summary:
total charge: +1
energy relative to the best compared isomer or geometry (same formula, charge and spin): 0.000 eV
maximum force: 2.27 eV/Å
DFT total energy: -65600.9345 eV

XYZ file:
```
92
Properties=species:S:1:pos:R:3:forces:R:3:lowdin_charge:R:1
C 2.1316 -1.9070 4.0364 -0.192 0.058 -0.155 -0.07
C 2.7066 -0.5060 3.8202 0.312 0.206 0.054 -0.37
C 4.2542 -0.5268 3.9124 -0.362 -0.054 -0.195 -0.04
C 2.2741 0.1564 2.4899 -0.595 -0.496 -0.288 -0.30
C 2.1563 -0.8212 1.2974 0.506 0.620 0.150 -0.03
C 0.9786 0.9582 2.6078 0.892 0.108 -0.404 -0.13
O 0.0354 0.2261 3.4166 -0.244 -0.061 0.315 -0.07
N -1.2663 0.4769 2.9404 -0.483 1.073 -0.434 -0.06
C -1.7987 1.8171 3.2357 -0.275 0.868 0.892 -0.03
C -1.4356 2.4044 4.6078 0.940 0.286 1.161 -0.43
O -0.3205 2.6848 4.9604 -1.028 -0.496 -0.630 0.17
O -2.5237 2.6762 5.4393 -0.016 -0.430 -0.970 0.08
C -2.0999 -0.5835 3.3206 0.301 -0.161 -0.119 -0.28
N -2.5756 -1.4595 2.3821 -0.062 -0.280 0.156 0.09
C -1.4484 -2.3137 1.8622 0.243 -0.199 -0.574 -0.11
C -1.8063 -3.7685 1.6782 -0.291 -0.372 0.230 -0.22
N -2.9041 -4.3323 1.9248 -0.031 0.505 -0.153 0.13
N -2.4138 -0.7439 4.5708 0.244 -0.004 0.728 0.16
S -3.4303 -2.0048 5.1902 -0.987 -1.526 -1.366 0.64
O -2.9718 -3.2314 4.6944 0.698 -0.077 0.116 -0.17
O -4.7610 -1.6060 5.0158 -0.137 0.787 0.406 -0.16
F -3.0024 -1.8903 6.6451 0.248 0.657 0.392 -0.06
H 2.1110 -2.1832 5.0880 0.231 0.017 0.114 0.09
H 1.1025 -1.9766 3.6880 -0.052 -0.022 -0.052 0.04
H 2.7189 -2.6486 3.4992 -0.028 -0.127 0.010 0.08
H 2.3423 0.1248 4.6341 -0.050 0.096 -0.013 0.13
H 4.6961 -0.1031 3.0132 0.100 0.089 -0.031 0.07
H 4.6346 -1.5433 3.9815 0.073 -0.031 0.244 0.08
H 4.5929 0.0641 4.7577 0.194 -0.097 0.099 0.08
H 3.0298 0.8961 2.2333 0.056 0.125 0.085 0.13
H 1.1149 -0.9877 1.0343 -0.039 -0.391 0.047 0.06
H 2.6888 -1.7515 1.4636 -0.151 -0.190 -0.046 0.08
H 2.6160 -0.3529 0.4288 -0.066 -0.068 -0.166 0.08
H 1.2168 1.9380 3.0231 -0.494 -0.038 0.508 0.13
H 0.5245 1.1161 1.6294 0.009 -0.069 -0.103 0.13
H -2.8870 1.7796 3.1851 -0.042 -0.138 -0.223 0.15
H -1.5008 2.5574 2.4827 0.171 -0.566 0.007 0.12
H -2.6134 2.0197 6.1364 0.151 0.263 0.425 0.11
H -2.9261 -0.9168 1.5968 0.026 0.087 -0.042 0.15
H -1.1474 -1.9280 0.8862 0.031 0.113 -0.028 0.12
H -0.5538 -2.2134 2.4755 -0.064 -0.061 0.242 0.10
H -1.0024 -4.3846 1.2770 0.203 0.141 0.005 0.12
H -3.5658 -3.6316 2.2722 -0.107 -0.218 0.112 0.04
H -2.0343 -0.1060 5.2655 0.249 -0.029 -0.078 0.16
C -3.7504 1.0599 -3.7715 0.140 -0.055 0.058 -0.11
O -2.4362 1.5887 -3.7228 -0.274 0.033 0.055 -0.21
C -2.3402 2.9264 -4.2077 0.457 0.030 -0.081 -0.21
C -1.9688 3.8699 -3.0834 -0.261 -0.146 0.124 -0.21
N -3.0723 4.0198 -2.1392 0.291 0.050 0.056 -0.05
C -2.7081 4.7195 -0.9114 -0.329 -0.195 -0.079 -0.19
C -1.6959 4.0394 0.0025 0.047 0.460 0.226 -0.20
O -2.1721 2.8321 0.6019 0.216 -0.079 -0.500 -0.23
C -1.9873 1.6676 -0.1917 -0.307 0.012 0.093 -0.08
H -3.6948 0.0104 -3.4854 0.055 0.000 -0.017 0.09
H -4.4171 1.5762 -3.0716 -0.092 0.026 -0.100 0.08
H -4.1645 1.1234 -4.7805 -0.062 0.018 0.018 0.09
H -3.2592 3.2452 -4.7049 -0.085 -0.045 0.109 0.13
H -1.5376 2.9420 -4.9498 -0.034 0.001 -0.036 0.12
H -1.7210 4.8493 -3.5002 0.011 0.015 0.029 0.13
H -1.0701 3.4638 -2.5983 0.126 0.061 -0.149 0.10
H -3.4186 3.1023 -1.8926 -0.097 0.001 -0.088 0.07
H -3.6296 4.8633 -0.3415 0.050 0.053 0.063 0.12
H -2.3393 5.7160 -1.1682 0.074 -0.021 -0.007 0.12
H -1.4975 4.7219 0.8340 -0.027 -0.033 0.027 0.12
H -0.7311 3.8697 -0.4863 -0.064 -0.157 -0.081 0.11
H -1.0951 1.7325 -0.8180 -0.027 0.021 -0.054 0.09
H -2.8622 1.4749 -0.8162 0.110 -0.016 -0.157 0.08
H -1.8748 0.8171 0.4844 0.107 0.044 0.040 0.05
C 4.4550 -3.2859 -5.6097 0.072 0.069 0.121 -0.11
O 4.5078 -1.9505 -5.1384 -0.156 -0.226 -0.110 -0.20
C 3.6387 -1.0635 -5.8325 0.193 0.401 0.117 -0.22
C 2.5439 -0.5663 -4.9113 -0.036 -0.296 0.044 -0.21
N 1.6078 -1.6378 -4.5877 0.039 0.190 0.161 -0.04
C 0.6646 -1.3034 -3.5271 -0.002 -0.223 -0.174 -0.20
C 1.2291 -1.0609 -2.1300 -0.283 0.069 0.130 -0.24
O 1.7884 -2.2098 -1.5178 0.071 0.161 -0.053 -0.20
C 3.1545 -2.4492 -1.8225 -0.074 -0.247 0.120 -0.09
H 5.2274 -3.8497 -5.0896 0.019 0.050 0.018 0.09
H 3.4852 -3.7486 -5.3966 -0.015 -0.041 -0.127 0.08
H 4.6522 -3.3332 -6.6838 -0.047 -0.040 -0.015 0.09
H 3.2200 -1.5244 -6.7305 -0.048 -0.113 0.067 0.12
H 4.2398 -0.2058 -6.1475 -0.007 -0.014 -0.046 0.12
H 2.0006 0.2458 -5.4025 -0.026 0.006 0.025 0.12
H 3.0284 -0.1633 -4.0115 0.067 0.157 -0.086 0.11
H 2.1320 -2.4543 -4.3013 0.015 -0.044 -0.082 0.07
H -0.0415 -2.1354 -3.4583 -0.048 0.037 0.068 0.12
H 0.0874 -0.4251 -3.8341 0.029 0.047 0.033 0.11
H 0.3871 -0.7670 -1.4909 -0.013 0.001 0.006 0.10
H 1.9381 -0.2243 -2.1009 0.102 -0.070 -0.088 0.11
H 3.7057 -1.5216 -1.9953 -0.030 0.013 -0.074 0.09
H 3.2551 -3.1045 -2.6901 0.114 0.105 -0.072 0.08
H 3.5999 -2.9664 -0.9718 -0.042 0.035 0.037 0.09
```
Positions in Å, forces in eV/Å.


# 3
# C4H7NO

A single C4H7NO molecule (ωB97M-V/def2-TZVPD, OMol25).

Summary:
total charge: 0
SMILES: C=C1CN(C)O1
energy relative to the best compared isomer or geometry (same formula, charge and spin): 4.055 eV
maximum force: 5.96 eV/Å
DFT total energy: -7795.5889 eV

XYZ file:
```
13
Properties=species:S:1:pos:R:3:forces:R:3:nbo_charge:R:1
C -2.1808 0.2529 0.7872 0.841 0.460 0.278 -0.56
C -0.8499 0.1718 0.6411 -4.387 -3.918 -0.954 0.33
C 0.0465 -0.9717 0.1737 -1.472 -0.089 0.681 -0.32
N 1.1141 -0.0062 0.3831 1.171 1.272 -0.283 -0.10
C 1.6840 0.4402 -0.8801 0.289 0.453 -0.146 -0.45
O 0.0837 1.0411 0.7823 3.525 1.629 -0.017 -0.36
H -2.8083 -0.6186 0.6504 0.182 0.102 -0.084 0.21
H -2.6308 1.1831 1.1130 -0.066 -0.080 -0.010 0.21
H -0.1179 -1.3212 -0.8514 0.154 0.265 0.068 0.20
H 0.0988 -1.8361 0.8411 0.092 0.164 -0.043 0.22
H 2.2317 1.3768 -0.7351 -0.108 -0.199 0.083 0.22
H 2.3992 -0.3080 -1.2411 -0.174 -0.039 0.275 0.22
H 0.9297 0.5961 -1.6641 -0.047 -0.019 0.150 0.18
```
Positions in Å, forces in eV/Å.


# 4
# C16H32Cl8O9

7 unconnected molecules or ions with the total composition C16H32Cl8O9 (ωB97M-V/def2-TZVPD, OMol25).

Summary:
total charge: 0
SMILES: CCOC(=O)OC.CCOC(=O)OC.CCOC(=O)OC.ClCCl.ClCCl.ClCCl.ClCCl
maximum force: 5.21 eV/Å
DFT total energy: -135716.5431 eV

XYZ file:
```
65
Properties=species:S:1:pos:R:3:forces:R:3:nbo_charge:R:1
C 0.4307 6.8245 4.7715 -1.118 1.038 -0.056 -0.62
C 1.4964 6.1227 4.0048 0.245 0.167 0.782 -0.07
O 0.9691 4.8074 3.8476 0.119 -0.934 -0.493 -0.50
C 1.4692 3.9531 2.9647 1.850 -0.349 -2.881 0.99
O 2.3580 4.1477 2.1100 -2.101 0.090 2.404 -0.66
O 0.8093 2.7866 3.0654 -0.410 0.661 0.574 -0.50
C 0.9095 1.8556 2.0036 0.835 -0.812 -0.691 -0.25
H 0.4520 7.9014 4.6043 0.446 0.131 0.266 0.21
H 0.4427 6.6212 5.8423 -0.098 -0.098 -0.147 0.21
H -0.5312 6.5622 4.3311 -0.136 -0.295 0.278 0.22
H 2.3623 6.0533 4.6632 0.458 0.014 -0.563 0.19
H 1.6931 6.6730 3.0846 0.223 -0.664 -0.219 0.20
H 0.5205 0.8900 2.3268 -0.277 0.378 0.371 0.20
H 1.9448 1.6693 1.7182 0.165 0.285 0.115 0.19
H 0.3810 2.1401 1.0937 -0.211 0.387 0.268 0.19
C -3.6583 3.7136 -1.9189 0.529 -0.120 -0.647 -0.63
C -3.5682 2.1980 -1.6591 -2.204 0.549 -0.935 -0.06
O -3.0044 2.0312 -0.4229 2.683 -0.470 3.376 -0.51
C -2.9959 0.9611 0.3904 1.057 -0.412 2.619 1.00
O -2.2458 0.8550 1.4119 -2.981 0.552 -4.235 -0.64
O -3.9706 0.0697 0.0489 1.478 1.541 -1.287 -0.52
C -4.0958 -1.0421 0.8704 -0.555 -0.609 1.930 -0.26
H -4.3775 4.2974 -1.3445 0.015 -0.494 0.350 0.22
H -3.8865 3.9196 -2.9647 -0.168 -0.297 -0.126 0.21
H -2.6692 4.1518 -1.7851 0.042 0.001 0.257 0.22
H -2.9945 1.7034 -2.4429 0.042 -0.070 0.040 0.18
H -4.5581 1.7546 -1.5517 -0.224 -0.024 -0.861 0.19
H -4.7677 -1.7840 0.4390 0.257 0.220 -0.430 0.20
H -4.5834 -0.6635 1.7687 -0.010 -0.363 0.366 0.18
H -3.1453 -1.4809 1.1741 -0.005 0.064 -0.327 0.21
C 4.4621 1.2219 -4.7658 0.494 0.748 0.608 -0.64
C 3.5693 0.2787 -3.9707 0.016 -0.379 -1.595 -0.07
O 4.0585 0.2036 -2.6595 1.469 0.626 0.491 -0.48
C 3.6714 -0.7409 -1.8640 -4.047 -1.458 2.045 1.00
O 2.6493 -1.4603 -2.0283 3.237 1.383 0.235 -0.68
O 4.3506 -0.6315 -0.6822 -0.361 0.172 -1.649 -0.49
C 3.9331 -1.4172 0.4073 0.819 -1.208 1.163 -0.27
H 5.5157 1.0385 -4.5547 0.052 -0.821 -0.316 0.22
H 4.4553 2.2616 -4.4388 -0.868 0.151 0.039 0.22
H 4.2735 1.1940 -5.8390 -0.049 -0.159 0.141 0.22
H 3.6647 -0.7055 -4.4292 -0.182 -0.159 0.053 0.19
H 2.5095 0.5333 -3.9835 0.051 0.201 0.133 0.19
H 4.3348 -2.4290 0.3522 -0.485 -0.401 -0.759 0.18
H 2.8718 -1.4400 0.6545 0.032 0.305 -0.470 0.20
H 4.5171 -1.1199 1.2783 -0.288 0.931 -0.056 0.20
Cl -0.1012 -3.2428 5.0625 -0.093 -0.003 -0.382 -0.06
C -1.0489 -3.4420 3.5401 0.047 0.784 0.894 -0.40
Cl -1.1792 -5.1186 3.1009 0.007 -0.386 -0.334 0.00
H -2.0387 -3.0556 3.7832 0.163 -0.073 -0.264 0.22
H -0.5559 -2.8437 2.7739 -0.130 -0.293 0.031 0.23
Cl 0.5061 -7.1261 -0.8864 0.241 -0.133 0.265 -0.02
C 1.4040 -5.9025 -1.7893 0.309 -0.282 -0.153 -0.40
Cl 0.3436 -5.2740 -3.0546 0.218 0.441 0.035 -0.01
H 1.7807 -5.1509 -1.0956 -0.491 0.178 -0.177 0.22
H 2.2777 -6.3423 -2.2703 -0.293 -0.198 0.036 0.22
Cl -1.6809 -3.3636 -0.5048 -0.202 -0.718 0.115 -0.06
C -0.1739 -2.4751 -0.7319 -0.503 -0.146 -1.929 -0.42
Cl -0.1370 -1.1972 0.3904 0.698 1.054 1.451 0.01
H 0.6786 -3.1528 -0.7772 -0.107 0.287 0.450 0.23
H -0.2881 -1.9596 -1.6855 0.294 -0.503 -0.120 0.23
Cl -5.5223 -6.1223 -2.5774 1.061 0.343 0.393 -0.02
C -3.9017 -5.4270 -2.2129 0.233 0.801 -0.787 -0.35
Cl -3.3601 -4.3018 -3.5705 -0.387 -0.836 0.805 -0.07
H -3.9020 -4.8003 -1.3211 -0.501 -0.188 -0.188 0.22
H -3.1242 -6.1820 -2.0959 -0.399 -0.131 -0.304 0.23
```
Positions in Å, forces in eV/Å.


# 5
# C2H4O3PS

A gas-phase ion, C2H4O3PS (charge -1) (ωB97M-V/def2-TZVPD, OMol25).

Summary:
total charge: -1
SMILES: O=[PH2]S/C=C(/[O-])O
energy relative to the best compared isomer or geometry (same formula, charge and spin): 3.410 eV
maximum force: 2.96 eV/Å
DFT total energy: -28405.3481 eV

XYZ file:
```
11
Properties=species:S:1:pos:R:3:forces:R:3:nbo_charge:R:1
O -1.2714 -0.1995 -1.0430 -0.883 -1.237 -0.703 -1.09
P -0.0440 0.2494 -1.7379 1.241 -0.463 -1.231 1.07
S 0.8538 1.4228 0.0166 -0.367 -0.510 -0.475 -0.06
C -0.3312 0.6684 0.9513 -0.078 2.197 1.962 -0.66
C 0.0860 -0.4233 1.7776 -2.901 -0.577 -0.206 0.70
O -0.5617 -0.8389 2.7628 1.721 0.494 -1.076 -0.68
O 1.1141 -1.1748 1.2657 0.910 -1.200 0.085 -0.74
H 0.6207 -0.8179 -2.6969 -0.785 1.131 1.382 -0.12
H -0.3409 1.1542 -2.7381 -0.061 0.495 -0.724 -0.12
H -1.3140 1.2284 1.1585 1.749 -1.252 -0.297 0.22
H 1.1885 -1.2688 0.2834 -0.546 0.922 1.283 0.49
```
Positions in Å, forces in eV/Å.


# 6
# C7H6O3

A single C7H6O3 molecule (ωB97M-V/def2-TZVPD, OMol25).

Summary:
total charge: 0
SMILES: CC1=CC(=O)[C@H]2O[C@H]2C1=O
energy relative to the best compared isomer or geometry (same formula, charge and spin): 3.193 eV
maximum force: 5.81 eV/Å
DFT total energy: -13495.3401 eV

XYZ file:
```
16
Properties=species:S:1:pos:R:3:forces:R:3:nbo_charge:R:1
C 1.1717 2.5409 -0.6229 1.793 -1.451 -2.945 -0.68
C 0.8412 1.3309 0.2097 -4.491 -0.427 1.326 0.03
C -0.4156 1.3312 0.9391 4.345 1.266 -3.639 -0.25
C -0.7804 0.2519 1.7568 -4.354 -1.503 1.951 0.44
O -1.8278 0.3072 2.4696 2.969 -0.126 -1.482 -0.50
C -0.1192 -1.0810 1.6145 2.082 -2.064 0.974 0.00
O -0.2152 -1.7902 0.3953 -1.097 1.419 -0.975 -0.44
C 1.0655 -1.2698 0.6452 0.234 -0.159 0.639 -0.03
C 1.6375 0.0545 0.0926 2.133 0.701 0.666 0.48
O 2.8365 0.1801 -0.1975 -2.317 -0.989 0.228 -0.49
H 2.0925 2.3670 -1.3864 -1.828 0.168 2.232 0.25
H 1.4148 3.3974 -0.0050 -0.395 0.265 -0.182 0.25
H 0.3446 2.6338 -1.3750 0.386 0.662 1.051 0.24
H -1.1589 2.1129 0.7422 0.557 -0.025 0.593 0.24
H -0.1913 -1.7679 2.5058 0.085 1.037 -0.923 0.22
H 1.7710 -2.1321 0.6829 -0.102 1.226 0.485 0.23
```
Positions in Å, forces in eV/Å.